Entry 1
{
  "formula": "C3H8O2S2",
  "method": "the ωB97M-V functional and the def2-TZVPD basis",
  "spin_multiplicity": 1,
  "smiles": "O=CCCSS.O",
  "mol_weight_g_mol": 140.23,
  "charge": 0,
  "e_homo_ev": -8.800,
  "elements": ["C", "C", "O", "C", "S", "S", "H", "H", "H", "H", "H", "H", "H", "H", "O"],
  "positions_angstrom": [[0.924, 0.577, 1.415], [1.384, 1.260, 0.195], [1.716, 0.635, -0.822], [0.577, -0.881, 1.113], [-1.182, -1.011, 1.373], [-2.296, -0.842, -0.453], [0.015, 1.092, 1.722], [1.587, 0.880, 2.347], [1.367, 2.353, 0.100], [1.249, -1.544, 1.733], [0.563, -1.354, 0.065], [-3.353, -1.519, -0.088], [-1.057, 0.858, -2.821], [-0.909, -0.639, -2.574], [-0.584, 0.136, -3.303]],
  "lowdin_charge": [-0.273, -0.255, 0.017, -0.561, 0.476, 0.377, 0.070, 0.167, 0.122, 0.104, 0.089, -0.219, 0.014, 0.047, -0.176]
}



Entry 2
{
  "formula": "C3H8O2S2",
  "method": "the ωB97M-V functional and the def2-TZVPD basis",
  "spin_multiplicity": 1,
  "smiles": "O=CCCSS.O",
  "mol_weight_g_mol": 140.23,
  "charge": 0,
  "e_homo_ev": -8.030,
  "elements": ["C", "C", "O", "C", "S", "S", "H", "H", "H", "H", "H", "H", "H", "H", "O"],
  "positions_angstrom": [[-0.124, -0.041, -0.844], [-1.596, 0.304, -0.997], [-2.550, 0.137, -0.190], [0.744, 1.228, -0.705], [2.376, 0.504, -0.563], [2.407, -0.279, 1.235], [0.008, -0.588, 0.164], [0.259, -0.766, -1.610], [-1.866, 1.004, -1.962], [0.611, 2.013, -1.463], [0.515, 1.728, 0.286], [3.648, -0.940, 1.118], [-1.961, -1.377, 1.274], [-1.242, -1.214, 2.525], [-1.230, -1.712, 1.733]],
  "lowdin_charge": [-0.307, -0.214, -0.011, -0.553, 0.389, 0.308, 0.064, 0.122, 0.156, 0.088, 0.097, -0.118, -0.021, 0.025, -0.027]
}



Of the structures shown above, entry 2 is the most stable.